# 1
The following is a DFT calculation (wB97M-V/def2-TZVPD) of 5 unconnected molecules or ions with the total composition C48H47BrF9N3O15S.

- Frontier orbital gap: 7.76 eV
- SMILES string: CC[C@H](F)c1c(CCCBr)cc2c(c1-c1ccccn1)C(=O)c1c(ccc(C(F)(F)C(F)F)c1CCCCCCCSc1nnco1)C2=O.O=C1OC[C@@H](F)O1.O=C1OC[C@@H](F)O1.O=C1OC[C@@H](F)O1.O=C1OC[C@@H](F)O1
- M: 1188.86 Da
- Net charge: 0

XYZ file:
```
124
C48H47BrF9N3O15S (wB97M-V/def2-TZVPD)
C 7.1547 1.0484 1.4118
C 6.3441 0.3396 0.1777
C 4.7752 0.7159 0.4114
F 4.1370 -0.2635 1.2491
C 3.9880 1.0537 -0.9318
C 4.0764 2.5341 -1.4713
C 4.9525 3.6802 -0.7571
C 5.7087 4.6588 -1.7779
C 5.7646 6.2043 -1.2632
Br 7.0652 7.2273 -2.4175
C 3.2603 2.8841 -2.7712
C 2.4077 1.8338 -3.5188
C 2.3760 0.3819 -2.9715
C 3.1709 -0.0265 -1.6746
C 3.0222 -1.5494 -1.2313
C 3.9494 -2.5973 -1.8685
C 3.9200 -4.1340 -1.5928
C 2.8006 -4.5051 -0.5446
C 1.9834 -3.3222 0.0045
N 2.0301 -1.9383 -0.2932
C 1.4692 -0.6787 -3.7854
O 1.8306 -1.8508 -4.0499
C 0.0537 -0.0811 -4.2840
C 0.0878 1.3911 -4.8450
C -1.2042 2.0717 -5.3491
C -2.5183 1.2519 -5.2688
C -2.5558 -0.2069 -4.6837
C -4.0121 -0.8813 -4.6344
F -4.2740 -1.5556 -3.3948
F -5.0308 0.1403 -4.7273
C -4.1849 -1.8198 -5.9230
F -2.9854 -2.5418 -6.2350
F -4.4787 -0.9762 -7.0449
C -1.2459 -0.9322 -4.1886
C -1.2769 -2.4253 -3.5990
C -0.9610 -2.4961 -2.0143
C -2.2209 -2.0826 -1.0933
C -2.4493 -0.5011 -0.9697
C -3.6103 -0.1797 0.1323
C -5.0053 0.2619 -0.5473
C -6.1463 -0.8895 -0.4232
S -7.8054 -0.2961 -1.0737
C -8.1378 -1.3717 -2.5283
N -8.2691 -2.8001 -2.5470
N -8.4646 -3.1019 -3.8778
C -8.4973 -1.9165 -4.6625
O -8.2832 -0.7667 -3.8200
C 1.5147 2.1496 -4.8267
O 1.9034 2.9009 -5.7543
H 6.4468 1.0794 2.3246
H 8.0759 0.4615 1.7326
H 7.3731 2.1516 1.1573
H 6.4439 -0.7853 0.3537
H 6.6977 0.6971 -0.8447
H 4.8001 1.6955 1.0267
H 4.3572 4.2495 0.0566
H 5.7798 3.1221 -0.1723
H 5.2617 4.7034 -2.8264
H 6.8100 4.3360 -1.9197
H 6.0037 6.2982 -0.1543
H 4.7304 6.6451 -1.5254
H 3.3030 3.9497 -3.1675
H 4.7237 -2.2164 -2.6289
H 4.5933 -4.8961 -2.0967
H 2.6309 -5.5958 -0.2287
H 1.1954 -3.6177 0.7961
H -1.1359 3.1378 -5.7347
H -3.4723 1.7905 -5.6254
H -5.0910 -2.5072 -5.7839
H -0.5239 -3.0636 -4.1915
H -2.2973 -2.9399 -3.7377
H -0.7711 -3.6176 -1.7926
H 0.0041 -1.9582 -1.7196
H -3.1487 -2.6455 -1.4627
H -1.9847 -2.4626 -0.0256
H -1.5034 0.0270 -0.5800
H -2.7816 -0.0184 -1.9477
H -3.8079 -1.0679 0.8271
H -3.2826 0.6908 0.8184
H -5.4428 1.1720 0.0166
H -4.8720 0.6087 -1.6335
H -5.8664 -1.8412 -0.9968
H -6.3354 -1.2024 0.6643
H -8.6279 -1.7421 -5.7758
C 7.3267 -1.3318 6.3755
C 5.9509 -0.9466 5.9404
O 6.1282 0.3459 5.3982
C 7.4021 0.3646 4.9232
O 7.8196 1.1857 4.1597
O 8.1403 -0.6727 5.4136
F 5.1144 -0.8545 7.0023
H 7.5724 -0.9633 7.3756
H 7.4847 -2.4109 6.3515
H 5.5187 -1.6053 5.1841
C -10.1861 0.0704 2.3591
C -9.9976 0.6007 3.7445
O -8.8938 -0.1386 4.2255
C -8.1524 -0.4414 3.1235
O -7.0181 -0.8222 3.1599
O -8.8573 -0.2505 1.9731
F -11.0721 0.3258 4.5213
H -10.8001 -0.8342 2.3331
H -10.6228 0.8095 1.6858
H -9.7717 1.6701 3.7901
C 2.2654 -1.0949 3.5976
C 1.2944 -1.2109 4.7277
O 1.6820 -2.4109 5.3656
C 3.0188 -2.5288 5.1347
O 3.7439 -3.2720 5.7408
O 3.4357 -1.6949 4.1364
F 0.0267 -1.3570 4.2691
H 1.9500 -1.6509 2.7099
H 2.4514 -0.0585 3.3138
H 1.3360 -0.3839 5.4435
C -1.7137 1.7906 4.1084
C -1.0903 3.0408 4.6420
O 0.2941 2.8040 4.4834
C 0.3985 1.9718 3.4099
O 1.4167 1.7676 2.8128
O -0.7984 1.4050 3.0929
F -1.3535 3.1912 5.9617
H -1.7785 0.9977 4.8591
H -2.7084 1.9643 3.6953
H -1.3718 3.9498 4.1025
```

Atomic partial charges in e from the Löwdin method, atoms 1 to 4: atom 1 (C): -0.115, atom 2 (C): -0.146, atom 3 (C): -0.259, atom 4 (F): -0.045

***

# 2
The following is a DFT calculation (wB97M-V/def2-TZVPD) of a molecular structure, C48H47Cl3N11O4RbS3.

- Frontier orbital gap: 5.94 eV
- ΔE to the lowest compared entry with this formula, charge and spin: 1.135 eV
- M: 1130.01 Da
- Net charge: 0

XYZ file:
```
117
C48H47Cl3N11O4RbS3 (wB97M-V/def2-TZVPD)
Rb 1.8301 0.0805 -0.4707
C -3.5381 5.3054 0.6637
O -3.9627 5.3214 -0.7053
C -3.0999 5.9323 -1.5799
C -3.4599 7.1302 -2.1664
C -2.6193 7.7335 -3.0940
C -1.4278 7.1126 -3.4370
C -1.0766 5.8922 -2.8727
C -1.9079 5.2848 -1.9312
N -1.6673 4.0313 -1.3478
C -0.4485 3.3576 -1.1969
N 0.6005 4.2008 -1.1231
C 2.0287 4.0173 -1.1218
C 2.6666 2.8086 -1.3995
C 4.0729 2.9113 -1.3547
C 4.7838 4.0738 -1.0647
C 4.0910 5.2483 -0.8014
C 2.7111 5.2102 -0.8421
O 1.9549 6.3466 -0.5787
C 2.2476 7.4536 -1.4212
N -0.3866 2.0639 -1.1217
C -1.6086 1.3641 -1.1274
C -2.3754 1.3319 0.0527
C -3.6363 0.7559 0.1204
C -4.1574 0.1460 -1.0162
C -3.3980 0.1102 -2.1738
C -2.1342 0.7032 -2.2503
O -1.5638 0.6262 -3.4789
C -0.1508 0.7638 -3.6828
H -4.1504 6.0023 1.2364
H -2.4908 5.5890 0.7599
H -3.6727 4.2994 1.0612
H -4.4034 7.5811 -1.8806
H -2.9004 8.6769 -3.5476
H -0.7687 7.5684 -4.1662
H -0.1656 5.3933 -3.1788
H -2.4917 3.5032 -1.1192
H 0.3524 5.1664 -0.9864
H 4.6727 2.0205 -1.5540
H 5.8719 4.0747 -1.0379
H 4.6104 6.1682 -0.5596
H 3.2824 7.7839 -1.3142
H 1.5845 8.2640 -1.1268
H 2.0682 7.2042 -2.4708
H -1.9521 1.8273 0.9221
H -4.2058 0.7898 1.0433
H -5.1518 -0.2894 -1.0025
H -3.7762 -0.3615 -3.0752
H -0.0102 0.6588 -4.7551
H 0.4035 -0.0309 -3.1829
H 0.2440 1.7154 -3.3460
N 0.6669 0.1985 3.3608
C 2.0455 0.2328 3.3973
N 2.8099 0.0584 2.3660
C 4.1505 0.0721 2.7236
C 4.3877 0.2616 4.0411
S 2.9016 0.4221 4.8985
C 5.1841 -0.0789 1.6807
C 6.5185 -0.0651 1.8999
S 7.3640 -0.2178 0.4074
C 5.8320 -0.2874 -0.4215
N 4.8023 -0.2116 0.3559
N 5.7640 -0.4505 -1.7838
H 0.2610 0.2971 2.4453
H 0.1734 0.6847 4.0876
H 5.3307 0.3318 4.5617
H 7.0569 0.0335 2.8315
H 6.5585 -0.1468 -2.3167
H 4.8728 -0.2108 -2.1872
Cl -1.7157 0.3552 4.7703
C -2.4106 -0.8835 3.7674
C -1.6502 -1.9827 3.4147
C -2.2113 -2.9467 2.5946
C -3.5123 -2.8352 2.1148
C -4.0261 -3.8586 1.1213
C -3.7671 -3.4079 -0.3156
N -2.3585 -3.1927 -0.5729
C -1.4487 -4.0988 -1.0808
C -0.2410 -3.4668 -1.0395
N -0.3837 -2.2115 -0.4741
C -1.6618 -2.0787 -0.2344
O -3.3790 -5.1053 1.2650
C -3.7979 -5.8406 2.4129
C -2.8658 -6.9905 2.5959
C -1.9125 -7.0817 3.5603
Cl -1.5760 -5.9446 4.8008
S -0.9955 -8.5262 3.4531
C -1.8903 -9.0410 2.0858
C -2.8428 -8.1401 1.7440
C -4.2447 -1.7180 2.4958
Cl -5.8532 -1.4660 1.8793
C -3.7117 -0.7410 3.3245
H -0.6268 -2.0736 3.7567
H -1.6232 -3.8056 2.2931
H -5.1067 -3.9841 1.2262
H -4.2966 -2.4765 -0.5021
H -4.1464 -4.1712 -0.9903
H -1.7439 -5.0814 -1.4165
H 0.7247 -3.8393 -1.3493
H -2.1398 -1.2015 0.1814
H -4.8145 -6.2093 2.2471
H -3.8057 -5.2095 3.3031
H -1.6593 -9.9862 1.6149
H -3.5203 -8.2653 0.9056
H -4.3004 0.1245 3.6001
C 4.7317 -5.8280 -2.0196
N 4.0579 -4.6803 -1.4318
C 3.6469 -4.5487 -0.1243
C 3.0945 -3.3055 -0.0330
N 3.1552 -2.6697 -1.2533
C 3.7348 -3.5231 -2.0632
H 4.6851 -6.6590 -1.3232
H 5.7765 -5.6059 -2.2273
H 4.2418 -6.1240 -2.9440
H 3.7846 -5.3358 0.6009
H 2.6535 -2.8285 0.8324
H 3.9538 -3.3554 -3.1100
```

Atomic partial charges in e from the Löwdin method, atoms 1 to 4: atom 1 (Rb): 0.643, atom 2 (C): -0.059, atom 3 (O): -0.103, atom 4 (C): -0.254

***

# 3
The following is a DFT calculation (wB97M-V/def2-TZVPD) of a molecular structure, C48H48AsCl3KNOP.

- Frontier orbital gap: 6.38 eV
- ΔE to the lowest compared entry with this formula, charge and spin: 0.211 eV
- M: 906.27 Da
- Net charge: -1

XYZ file:
```
104
C48H48AsCl3KNOP (wB97M-V/def2-TZVPD)
K 0.6312 0.0804 -0.1513
C 4.0605 -0.9742 -1.2610
C 3.6000 -2.2822 -1.3301
C 2.5153 -2.6032 -2.1381
C 1.9013 -1.6150 -2.8973
C 2.3854 -0.3121 -2.8557
C 3.4524 0.0115 -2.0259
H 4.8636 -0.7105 -0.5861
H 4.0732 -3.0486 -0.7298
H 2.1334 -3.6166 -2.1597
H 1.0197 -1.8441 -3.4820
H 1.8866 0.4662 -3.4210
H 3.7751 1.0393 -1.9345
Cl 5.1211 1.5029 2.4739
C 3.8135 2.6418 2.2815
C 3.9329 3.8956 2.8822
C 2.9491 4.8347 2.7455
Cl 3.1431 6.3963 3.5145
C 1.7879 4.5507 1.9938
C 0.7244 5.4577 1.7970
C -0.3624 5.0830 1.0597
C -0.3991 3.7872 0.5154
N 0.5736 2.9226 0.6768
C 1.6672 3.2696 1.3909
C 2.7073 2.2463 1.5047
O 2.5805 1.1245 0.9414
H 4.8213 4.1188 3.4575
H 0.7880 6.4443 2.2368
H -1.1908 5.7575 0.8902
H -1.2542 3.4585 -0.0674
Cl -1.4018 -1.8700 -1.2438
C -2.4542 -0.3826 -0.8693
H -2.2610 -0.1863 0.1953
H -3.4582 -0.8156 -0.9371
C -3.4174 -1.6737 -5.6498
C -2.0610 -1.3800 -5.6492
C -1.5478 -0.4719 -4.7338
C -2.3753 0.1480 -3.8030
C -3.7327 -0.1499 -3.8132
C -4.2530 -1.0532 -4.7318
As -1.5991 1.3817 -2.5063
C -3.0890 2.5334 -1.9866
C -3.9625 2.3253 -0.9274
C -4.9359 3.2664 -0.6165
C -5.0396 4.4303 -1.3675
C -4.1686 4.6543 -2.4223
C -3.1901 3.7145 -2.7383
C -2.2001 3.8644 -3.8232
C -2.0928 4.9634 -4.6731
C -1.1060 4.9879 -5.6460
C -0.2157 3.9252 -5.7621
C -0.3176 2.8395 -4.9026
C -1.3163 2.7885 -3.9390
H -3.8210 -2.3830 -6.3614
H -1.4008 -1.8627 -6.3597
H -0.4858 -0.2496 -4.7424
H -4.3856 0.3217 -3.0890
H -5.3131 -1.2760 -4.7265
H -3.8859 1.4225 -0.3360
H -5.6119 3.0921 0.2120
H -5.7991 5.1651 -1.1294
H -4.2537 5.5671 -2.9995
H -2.7712 5.8038 -4.5813
H -1.0228 5.8387 -6.3110
H 0.5594 3.9520 -6.5187
H 0.3957 2.0253 -4.9913
C 0.7222 -5.3688 3.2791
C 1.0038 -4.5096 2.0470
C -0.1057 -4.7526 1.0164
C 2.3357 -4.9236 1.4182
P 1.0050 -2.6367 2.3155
C -0.5227 -2.4528 3.3231
C -1.6415 -2.0188 2.6075
C -2.8714 -1.8477 3.2307
C -2.9988 -2.0877 4.5891
C -1.8931 -2.5070 5.3183
C -0.6702 -2.6904 4.6908
C 2.4614 -2.1138 3.3933
C 3.6258 -1.8716 2.4189
C 2.9488 -3.0420 4.5054
C 2.0785 -0.7472 3.9810
H 0.7041 -6.4226 2.9838
H -0.2482 -5.1302 3.7140
H 1.4843 -5.2519 4.0487
H -0.1320 -5.8139 0.7536
H 0.0610 -4.1701 0.1092
H -1.0853 -4.4793 1.4109
H 2.2692 -5.9600 1.0753
H 3.1626 -4.8597 2.1263
H 2.5660 -4.2960 0.5559
H -1.5494 -1.8222 1.5435
H -3.7207 -1.5148 2.6493
H -3.9506 -1.9421 5.0830
H -1.9844 -2.6894 6.3814
H 0.1724 -3.0243 5.2757
H 3.9079 -2.7814 1.8855
H 4.4978 -1.5256 2.9796
H 3.3744 -1.0936 1.6974
H 3.3424 -3.9787 4.1082
H 2.1773 -3.2790 5.2346
H 3.7639 -2.5469 5.0411
H 1.7284 -0.0741 3.1947
H 2.9644 -0.2868 4.4250
H 1.3071 -0.8264 4.7480
```

Atomic partial charges in e from the Löwdin method, atoms 1 to 4: atom 1 (K): 0.521, atom 2 (C): -0.088, atom 3 (C): -0.099, atom 4 (C): -0.093

***

# 4
The following is a DFT calculation (wB97M-V/def2-TZVPD) of a molecular structure, C48H49N7O5P2ReSSe2.

- Frontier orbital gap (spin up / spin down): 6.60 / 7.32 eV
- ΔE to the lowest compared entry with this formula, charge and spin: 0.078 eV
- M: 1242.11 Da
- Net charge: 0
- Multiplicity: 2

XYZ file:
```
115
C48H49N7O5P2ReSSe2 (wB97M-V/def2-TZVPD)
Re 0.2574 -0.5101 0.3033
O -2.7614 1.8153 4.8812
C -2.7376 0.4988 4.9880
O -3.2888 -0.1044 5.8717
C -1.9904 -0.2491 3.9390
C -1.8509 -1.6056 3.9602
N -1.1775 -1.9558 2.8506
N -0.8671 -0.9019 2.1061
C -1.3547 0.1475 2.7548
C -1.0353 1.4630 2.1504
O -1.3017 2.5032 2.7278
O -0.4227 1.3629 0.9932
H -2.2098 2.1193 4.1254
H -2.1892 -2.3290 4.6942
H -0.8614 -2.8589 2.5704
Se 3.5753 4.7107 -3.7435
P 3.5885 2.6192 -3.8987
C 5.2302 1.8705 -3.6086
C 6.3108 2.7027 -3.3809
C 7.5875 2.1619 -3.1949
C 7.7747 0.7909 -3.2367
C 6.6875 -0.0535 -3.4782
C 5.4254 0.4843 -3.6689
C 3.1917 2.0626 -5.5915
C 1.9363 2.3599 -6.1156
C 1.6109 2.0453 -7.4279
C 2.5546 1.4367 -8.2466
C 3.8229 1.1671 -7.7511
C 4.1473 1.4823 -6.4317
C 2.5308 1.7485 -2.6312
C 1.1955 1.4222 -2.2826
N 1.3200 0.5760 -1.1923
N 2.6229 0.4553 -0.8856
N 3.3379 1.1425 -1.7055
P -0.4008 2.2009 -2.8144
Se -2.1995 1.8550 -1.7625
C -0.6749 1.5763 -4.4908
C -0.1609 0.3290 -4.8387
C -0.4963 -0.2512 -6.0584
C -1.3401 0.4157 -6.9355
C -1.8683 1.6555 -6.5851
C -1.5495 2.2331 -5.3599
C -0.1105 3.9813 -2.7685
C -0.0008 4.5264 -1.4840
C 0.1353 5.8960 -1.3275
C 0.1378 6.7309 -2.4437
C 0.0106 6.1944 -3.7102
C -0.1077 4.8190 -3.8756
H 6.1481 3.7741 -3.3476
H 8.4322 2.8216 -3.0203
H 8.7657 0.3702 -3.0814
H 6.8314 -1.1312 -3.5166
H 4.5828 -0.1741 -3.8630
H 1.2246 2.8696 -5.4982
H 0.6236 2.2859 -7.8117
H 2.3079 1.1924 -9.2773
H 4.5741 0.7177 -8.3945
H 5.1486 1.2928 -6.0753
H 0.4988 -0.1926 -4.1527
H -0.0949 -1.2258 -6.3232
H -1.5875 -0.0294 -7.8974
H -2.5420 2.1696 -7.2629
H -2.0013 3.1730 -5.0662
H -0.0435 3.8776 -0.6117
H 0.2192 6.3153 -0.3309
H 0.2342 7.8057 -2.3192
H 0.0124 6.8416 -4.5807
H -0.2130 4.4230 -4.8725
C 2.8329 -2.3565 -2.2573
C 2.0995 -3.5516 -1.6967
C 2.3266 -4.8244 -2.1953
C 1.6390 -5.9340 -1.7159
C 0.6878 -5.7547 -0.7223
C 0.4213 -4.4998 -0.1907
C -0.6369 -4.3445 0.8743
C 1.1462 -3.3744 -0.6628
N 0.9341 -2.1156 -0.1409
H 3.4985 -2.6623 -3.0681
H 3.4236 -1.8496 -1.4900
H 2.1331 -1.6030 -2.6461
H 3.0649 -4.9480 -2.9854
H 1.8325 -6.9223 -2.1230
H 0.1245 -6.6094 -0.3536
H -1.3630 -5.1595 0.8295
H -1.1702 -3.3992 0.7384
H -0.1775 -4.3633 1.8790
O 1.6780 -0.1766 3.2798
S 2.0642 0.1006 1.8528
C 3.7240 -0.5680 1.6416
C 4.7031 0.6124 1.8264
C 3.9420 1.7485 2.5269
C 2.5948 1.8177 1.8092
H 3.7776 -1.0170 0.6520
H 3.7918 -1.3381 2.4104
H 5.0443 0.9469 0.8475
H 5.5725 0.3093 2.4042
H 4.4730 2.6951 2.4770
H 3.7761 1.5019 3.5757
H 2.7019 2.1180 0.7645
H 1.8206 2.4062 2.2968
C -3.0949 -1.4726 -3.6717
C -3.4128 -1.7947 -2.2061
C -4.6452 -1.0013 -1.7381
C -3.6390 -3.3016 -2.0025
C -2.2441 -1.3936 -1.3681
N -1.3471 -1.0766 -0.7703
H -3.9620 -1.7333 -4.2884
H -2.2288 -2.0454 -4.0218
H -2.8806 -0.4043 -3.7925
H -5.5073 -1.3014 -2.3451
H -4.4806 0.0693 -1.8576
H -4.8685 -1.2041 -0.6845
H -4.5075 -3.6140 -2.5930
H -3.8356 -3.5300 -0.9486
H -2.7656 -3.8781 -2.3287
```

Atomic partial charges in e from the Löwdin method, atoms 1 to 4: atom 1 (Re): 1.283, atom 2 (O): 0.146, atom 3 (C): -0.494, atom 4 (O): 0.110

***

| no. | maximum force (hartree/bohr) |
| --- | --- |
| 1 | 0.1215 |
| 2 | 0.0317 |
| 3 | 0.0079 |
| 4 | 0.0683 |